Density functional theory data (ωB97M-V/def2-TZVPD) for 7 unconnected molecules or ions with the total composition C11H25Br8N3O6 at a distorted geometry.

Output
Multiplicity ... 1
Energy ... -588898.546 eV
Total charge ... 0
HOMO energy ... -0.3776 Eh
ΔE to the lowest compared entry with this formula, charge and spin ... 14.38 kcal per mole

XYZ file:
```
53
C11H25Br8N3O6 ωB97M-V/def2-TZVPD
C 5.590 -3.962 -5.806
N 6.492 -5.089 -5.451
O 6.751 -5.253 -4.274
O 6.911 -5.860 -6.384
H 6.283 -3.135 -5.964
H 4.800 -3.835 -5.066
H 5.041 -4.280 -6.692
C 3.634 -9.428 2.419
N 4.681 -10.159 3.181
O 4.325 -10.751 4.205
O 5.848 -10.064 2.879
H 3.962 -9.360 1.382
H 3.640 -8.428 2.854
H 2.649 -9.889 2.485
C 1.257 -4.851 -0.884
N 0.189 -4.225 -1.686
O -0.011 -3.053 -1.609
O -0.432 -4.920 -2.412
H 1.831 -5.599 -1.431
H 0.921 -5.346 0.027
H 1.935 -4.034 -0.638
Br 5.108 -12.167 -6.726
C 4.285 -10.645 -7.626
C 5.325 -9.497 -7.661
Br 4.517 -7.761 -8.389
H 3.419 -10.281 -7.074
H 3.956 -10.914 -8.630
H 6.192 -9.739 -8.276
H 5.624 -9.369 -6.621
Br 4.103 -8.297 -4.299
C 4.992 -7.553 -2.603
C 4.432 -8.250 -1.329
Br 5.484 -7.479 0.130
H 4.732 -6.499 -2.497
H 6.071 -7.669 -2.704
H 4.570 -9.331 -1.346
H 3.449 -7.884 -1.033
Br 10.339 -7.820 2.491
C 8.417 -7.496 2.533
C 7.760 -7.760 3.920
Br 5.968 -7.007 4.165
H 7.942 -7.738 1.583
H 8.445 -6.411 2.429
H 8.373 -7.300 4.695
H 7.632 -8.839 3.999
Br 9.324 -3.124 -2.466
C 8.685 -4.858 -1.704
C 9.427 -5.952 -2.408
Br 8.865 -7.681 -1.646
H 7.606 -5.000 -1.772
H 8.881 -4.774 -0.635
H 10.490 -5.843 -2.192
H 9.117 -6.018 -3.451
```